(1)
C5H8N | ωB97M-V with the def2-TZVPD basis set

```
14
Properties=species:S:1:pos:R:3:nbo_charge:R:1
C 1.658 -0.801 -1.174 -0.40
N 0.501 -0.177 -0.459 -0.28
H -1.280 -1.347 -1.169 0.30
C -0.964 0.788 1.378 -0.72
C -0.390 -0.788 -1.530 -0.44
H -1.345 0.004 2.102 0.31
H -0.846 -0.131 -2.301 0.30
C 0.782 -1.486 -2.229 0.27
H 1.189 0.879 1.134 0.23
H 2.410 -1.409 -0.524 0.30
H -0.976 1.776 1.957 0.29
H 2.124 -0.112 -1.764 0.27
C 0.297 0.446 0.711 0.33
H -1.697 0.713 0.678 0.25
```

Computed properties:
E_HOMO = -14.25 eV
total charge = +1
HOMO-LUMO gap = 9.06 eV
relative energy (zero: lowest compared OMol25 entry of this formula, charge and spin) = 5.905 eV
2S+1 = 1
LUMO = -5.2 eV

(2)
C23H27N5O4S | ωB97M-V with the def2-TZVPD basis set

```
60
Properties=species:S:1:pos:R:3:nbo_charge:R:1
C 0.730 4.620 -0.078 -0.26
H 0.659 4.089 -3.425 0.22
H 1.231 -3.051 1.516 0.22
C -2.959 -1.509 -0.546 -0.30
C -1.411 1.580 -0.163 0.33
H -3.373 -3.133 -3.093 0.20
O 0.479 1.161 3.471 -0.60
H 2.294 -1.762 -2.289 0.22
O 4.952 -1.502 -0.423 -0.50
N -1.965 0.672 -0.955 -0.37
C -2.596 -2.817 -3.786 -0.61
H -3.066 -2.452 -4.695 0.22
C -0.609 2.692 -0.620 -0.14
C 1.268 -1.413 -2.218 -0.62
O -0.816 2.058 -2.941 -0.68
H 5.300 0.294 -1.406 0.17
H 3.959 0.907 0.429 0.22
C 3.808 -1.237 0.276 0.29
C 5.798 -0.427 -0.749 -0.25
C 3.022 -2.346 0.594 -0.25
C 0.463 3.954 -2.372 -0.28
C -2.320 0.215 1.150 0.23
S -2.797 -0.675 2.558 0.28
C -0.197 0.210 3.153 0.69
C 1.422 -0.923 1.684 0.19
C 3.383 0.026 0.665 -0.29
C -1.726 -1.718 -3.175 -0.22
H 3.361 -3.322 0.284 0.22
C 0.986 4.815 -1.429 -0.17
H 6.158 0.088 0.148 0.18
H 1.877 1.166 1.661 0.25
N -2.565 -0.197 -0.112 -0.19
C 1.843 -2.192 1.288 -0.22
H 1.603 5.642 -1.748 0.21
H -3.493 -1.995 0.272 0.25
C 2.197 0.182 1.364 -0.24
H -0.955 -1.431 -3.891 0.22
C -0.063 3.565 0.321 -0.16
N 0.203 -0.817 2.372 -0.65
H -1.991 -3.685 -4.034 0.21
H -3.593 -1.442 -1.427 0.23
H 1.048 -0.797 -3.087 0.20
O -1.050 -2.691 0.225 -0.66
H 1.148 5.290 0.656 0.22
H -1.970 1.065 3.993 0.26
C -1.615 0.073 3.714 -0.61
H 6.645 -0.867 -1.274 0.20
H -2.318 -0.826 -2.967 0.21
H 1.177 -0.798 -1.327 0.22
N -1.055 -2.174 -1.973 -0.43
C -1.609 -2.226 -0.754 0.68
C -0.337 2.882 -1.985 0.34
C 0.325 -2.608 -2.127 -0.22
H -0.271 3.382 1.364 0.24
H -1.354 1.368 -2.507 0.51
H -0.425 -1.600 2.218 0.43
H 0.580 -3.209 -1.252 0.24
H 0.400 -3.230 -3.023 0.19
H -1.610 -0.573 4.594 0.25
N -1.631 1.330 1.151 -0.51
```

Computed properties:
E_HOMO = -7.82 eV
HOMO-LUMO gap = 8.31 eV
relative energy (zero: lowest compared OMol25 entry of this formula, charge and spin) = 0.137 eV
2S+1 = 1
LUMO = 0.5 eV

(3)
C22H22N2O3 | ωB97M-V with the def2-TZVPD basis set

```
49
Properties=species:S:1:pos:R:3:nbo_charge:R:1
C 2.045 -1.461 -0.808 -0.41
H -0.557 -1.351 1.154 0.22
C -0.668 -3.050 -1.870 -0.27
H 2.104 -1.844 0.232 0.22
H 3.936 2.554 3.494 0.24
H 0.554 -0.664 -2.178 0.19
C 2.022 4.863 1.771 -0.19
O 3.957 0.068 1.737 -0.55
H -5.554 -2.795 -0.487 0.21
C 3.137 2.323 1.489 -0.14
O 1.769 2.099 -1.636 -0.57
N -0.298 -2.086 -0.845 -0.47
H -0.914 2.483 -0.201 0.20
C -2.437 -1.538 0.154 -0.10
H 1.533 5.808 1.955 0.22
C -1.026 -2.009 0.397 -0.23
N 3.023 0.767 -0.257 -0.46
H 4.122 -0.860 -1.030 0.22
H -1.037 -3.006 0.890 0.21
C 0.621 -0.981 -1.121 -0.21
H 1.345 4.671 -0.320 0.24
C -0.557 -4.468 -1.360 -0.03
H 2.301 -2.313 -1.444 0.21
C -2.794 -0.189 0.266 0.37
C -0.435 -5.578 -0.889 -0.25
C -1.932 2.032 -0.119 -0.25
C 3.351 3.014 2.690 -0.16
H -0.362 -6.548 -0.409 0.24
C 3.495 0.956 1.038 0.67
H -2.318 1.918 -1.137 0.19
H -0.004 -2.927 -2.699 0.23
C 1.877 4.228 0.531 -0.20
H -4.419 1.211 0.332 0.21
H 0.379 -0.116 -0.461 0.21
H -3.156 -3.521 -0.261 0.22
O -1.838 0.734 0.546 -0.54
H 2.919 4.828 3.766 0.22
C -5.125 -0.737 -0.115 -0.21
C 3.123 -0.424 -1.110 -0.22
C 2.782 4.292 2.828 -0.20
C 2.415 2.926 0.446 -0.05
H -1.710 -2.869 -2.278 0.21
H -6.183 -0.473 -0.144 0.22
C -4.141 0.180 0.177 -0.30
C 2.402 1.938 -0.623 0.66
C -4.761 -2.079 -0.274 -0.23
H 3.029 -0.166 -2.168 0.23
H -2.592 2.646 0.482 0.18
C -3.421 -2.483 -0.132 -0.20
```

Computed properties:
E_HOMO = -7.88 eV
HOMO-LUMO gap = 7.48 eV
relative energy (zero: lowest compared OMol25 entry of this formula, charge and spin) = 4.611 eV
2S+1 = 1
LUMO = -0.4 eV

(4)
C24H15Cl2N4O2Ti | ωB97M-V with the def2-TZVPD basis set

```
48
Properties=species:S:1:pos:R:3:nbo_charge:R:1
H -1.510 -0.432 4.362 0.20
H -1.525 -0.667 1.926 0.21
C -0.080 4.601 -0.700 -0.26
C -2.520 1.118 -1.011 0.63
Cl -5.628 -3.406 -1.238 -0.02
H 0.373 0.707 5.500 0.20
C 1.409 0.956 2.282 -0.17
C 1.424 1.099 3.665 -0.25
C -3.582 -1.652 -1.108 -0.27
Cl -3.367 -5.661 -1.198 -0.02
C -2.260 3.641 -0.962 -0.22
H 3.235 1.508 -0.862 0.17
C -0.687 -0.031 3.780 -0.21
C 0.434 3.317 -0.713 0.08
C -2.953 -3.970 -1.141 -0.05
C -1.670 2.391 -0.927 0.16
N 0.064 -1.781 -0.953 -0.73
C -1.235 -2.288 -1.018 0.15
H -4.347 -0.892 -1.123 0.26
O 1.253 -3.780 -1.103 -0.67
C 0.368 0.606 4.420 -0.24
H -3.335 3.687 -1.066 0.25
N -0.341 2.239 -0.820 -0.50
H 5.805 -1.925 -1.086 0.20
H -1.888 5.749 -0.847 0.21
N 2.229 -0.319 -0.900 -0.67
H 3.727 -3.353 -1.105 0.23
H 1.499 3.139 -0.634 0.21
H 0.586 5.446 -0.597 0.22
C 4.817 -1.489 -1.038 -0.29
O -3.737 1.259 -1.101 -0.65
H 2.262 1.583 4.155 0.19
C -2.249 -1.297 -1.039 0.19
C 0.356 0.333 1.600 -0.47
H -0.845 -4.388 -1.063 0.27
H 2.270 1.323 1.725 0.18
Ti 0.281 0.214 -0.527 1.58
C 2.418 -1.712 -0.978 0.01
H 5.481 0.598 -0.964 0.20
C -1.608 -3.626 -1.073 -0.27
C 3.680 -2.273 -1.046 -0.18
C -0.686 -0.160 2.396 -0.22
C 4.635 -0.078 -0.970 -0.29
C 1.203 -2.551 -1.014 0.63
C -1.452 4.757 -0.837 -0.15
N -1.747 0.025 -0.979 -0.73
C 3.379 0.433 -0.911 0.02
C -3.935 -2.997 -1.158 -0.09
```

Computed properties:
E_HOMO (alpha / beta) = -2.44 / -4.71 eV
total charge = -1
HOMO-LUMO gap (alpha / beta) = 4.47 / 6.73 eV
relative energy (zero: lowest compared OMol25 entry of this formula, charge and spin) = 0.000 eV
2S+1 = 3
LUMO (alpha / beta) = 2.0 / 2.0 eV

(5)
C2H3N3O2 | ωB97M-V with the def2-TZVPD basis set

```
10
Properties=species:S:1:pos:R:3:nbo_charge:R:1
H 0.798 -0.798 0.799 0.44
O -2.515 -1.192 -0.619 -0.35
N 0.378 0.124 0.706 -0.71
C -1.593 1.315 -0.036 0.18
N -1.367 -1.120 -0.240 0.49
O -0.608 -2.065 -0.066 -0.43
N -2.221 2.272 -0.139 -0.23
H 0.807 0.941 1.106 0.42
C -0.819 0.161 0.119 0.17
H -0.607 0.140 -2.532 0.00
```

Computed properties:
E_HOMO (alpha / beta) = -11.24 / -8.83 eV
HOMO-LUMO gap (alpha / beta) = 9.41 / 8.18 eV
relative energy (zero: lowest compared OMol25 entry of this formula, charge and spin) = 7.615 eV
2S+1 = 1
LUMO (alpha / beta) = -1.8 / -0.7 eV

Respective E_tot values: -249.60815, -1865.62866, -1186.68888, -3063.11032, -392.51370 Ha.